DFT (ωB97M-V with the def2-TZVPD basis set) results for a single C4H13N3 molecule at a distorted geometry.

Results
Multiplicity: 1
SMILES string: NCCCNCN
ΔE to the lowest compared entry with this formula, charge and spin (kJ/mol): 155.1
E_tot (a.u.): -324.4159
Molecular weight (g mol⁻¹): 103.169

Structure (XYZ):
```
20
Properties=species:S:1:pos:R:3:nbo_charge:R:1
N 2.18428 0.64406 2.08264 -0.8950
C 1.60888 0.24247 0.80696 -0.2192
C 0.50349 1.23260 0.34257 -0.4414
C -0.82583 0.61078 0.71045 -0.2151
N -1.30713 -0.50139 -0.11179 -0.6361
C -0.87471 -0.50863 -1.48452 -0.0481
N -1.33666 -1.70408 -2.18679 -0.8648
H 1.98423 0.34212 3.01352 0.3822
H 2.76195 1.46494 2.06053 0.3585
H 1.27146 -0.78544 0.93873 0.2062
H 2.47068 0.18781 0.14058 0.1841
H 0.52791 1.45058 -0.72473 0.2006
H 0.75126 2.14304 0.87760 0.2231
H -0.83144 0.26212 1.74798 0.1875
H -1.62196 1.36942 0.76045 0.1625
H -2.29844 -0.45198 0.06543 0.3616
H 0.19745 -0.38181 -1.53478 0.1840
H -1.34862 0.31086 -2.05833 0.1286
H -0.67860 -2.26507 -2.69023 0.3783
H -2.22563 -1.50800 -2.60632 0.3626
```